a | The following is a quantum chemistry calculation of the molecule C3H9NS, from the Open Molecules 2025 dataset.

Its HOMO-LUMO gap is 10.040 eV. The LUMO energy is 0.040 hartree. Its SMILES is NCCCS.

Cartesian coordinates (Å):
N: 1.904 -0.919 -0.039
C: 0.935 -0.237 -0.846
C: -0.320 -0.109 0.129
C: -1.167 1.251 0.178
S: -2.548 1.157 1.257
H: 1.522 -1.839 0.192
H: 2.849 -0.986 -0.452
H: 0.677 -1.047 -1.538
H: 1.282 0.700 -1.320
H: 0.095 -0.266 1.170
H: -0.885 -1.034 -0.079
H: -0.476 2.017 0.482
H: -1.421 1.431 -0.749
H: -2.446 -0.119 1.617

Löwdin population analysis, charges in e, atoms 1 to 4:
1 N -0.068
2 C -0.294
3 C -0.235
4 C -0.600


b | The following is a quantum chemistry calculation of the molecule C3H9NS, from the Open Molecules 2025 dataset.

Its HOMO-LUMO gap is 9.593 eV. The LUMO energy is 0.029 hartree. Its SMILES is NCCCS.

Cartesian coordinates (Å):
N: 1.955 0.796 -0.468
C: 0.501 0.886 -0.360
C: 0.227 -0.497 0.395
C: -1.259 -0.935 0.082
S: -2.571 0.432 -0.126
H: 2.060 -0.019 -1.091
H: 2.243 0.448 0.431
H: 0.182 1.854 0.234
H: 0.212 0.904 -1.472
H: 0.755 -1.294 -0.148
H: 0.378 -0.306 1.457
H: -1.536 -1.582 0.973
H: -1.435 -1.561 -0.803
H: -1.711 0.873 0.895

Löwdin population analysis, charges in e, atoms 1 to 4:
1 N -0.069
2 C -0.329
3 C -0.252
4 C -0.555


c | The following is a quantum chemistry calculation of the molecule C3H9NS, from the Open Molecules 2025 dataset.

Its HOMO-LUMO gap is 9.608 eV. The LUMO energy is 0.027 hartree. Its SMILES is CNCCS.

Cartesian coordinates (Å):
C: -0.300 2.212 0.001
N: -0.221 0.920 -0.464
C: -0.245 -0.404 0.382
C: -0.156 -1.698 -0.542
S: 1.668 -2.555 -0.543
H: -1.285 2.823 -0.078
H: 0.278 2.902 -0.528
H: 0.194 2.119 0.988
H: 0.729 1.068 -0.737
H: 0.223 -0.206 1.241
H: -1.426 -0.527 0.752
H: -0.415 -2.736 0.090
H: -0.657 -1.440 -1.554
H: 1.613 -2.478 0.990

Löwdin population analysis, charges in e, atoms 1 to 4:
1 C -0.218
2 N -0.156
3 C -0.243
4 C -0.465


d | The following is a quantum chemistry calculation of the molecule C3H9NS, from the Open Molecules 2025 dataset.

Its HOMO-LUMO gap is 9.793 eV. The LUMO energy is 0.034 hartree. Its SMILES is CNCCS.

Cartesian coordinates (Å):
C: -1.192 1.370 1.170
N: -0.916 0.590 -0.066
C: -0.199 -0.653 0.138
C: 0.641 -1.167 -1.144
S: 2.088 -0.103 -1.663
H: -1.940 0.805 1.857
H: -1.646 2.315 0.966
H: -0.227 1.635 1.837
H: -0.370 1.105 -0.811
H: 0.599 -0.597 0.951
H: -0.850 -1.459 0.465
H: 0.995 -2.140 -0.889
H: -0.003 -1.238 -2.061
H: 3.019 -0.462 -0.748

Löwdin population analysis, charges in e, atoms 1 to 4:
1 C -0.152
2 N -0.159
3 C -0.325
4 C -0.511


d wins, 32.4 kJ/mol ahead of the next structure.


a | The following is a quantum chemistry calculation of a structure of composition C2H4O2S, from the Open Molecules 2025 dataset.

Its HOMO-LUMO gap is 8.274 eV. The LUMO energy is -0.011 hartree.

Cartesian coordinates (Å):
C: 0.920 -0.432 0.165
C: -0.403 -1.024 0.298
O: -0.740 1.682 -0.132
O: 0.584 1.451 0.156
S: 2.423 -0.489 -0.142
H: -0.587 -1.555 -0.645
H: -0.981 -0.075 0.295
H: -0.369 -1.700 1.037
H: -0.846 2.142 -1.031

Löwdin population analysis, charges in e, atoms 1 to 4:
1 C -0.682
2 C -0.079
3 O -0.182
4 O -0.292


b | The following is a quantum chemistry calculation of the molecule C2H4O2S, from the Open Molecules 2025 dataset.

Its HOMO-LUMO gap is 8.999 eV. The LUMO energy is 0.007 hartree. Its SMILES is OCC(O)=S.

Cartesian coordinates (Å):
O: 1.434 -0.200 -0.132
C: 0.169 -0.648 0.213
C: -0.877 0.394 -0.005
O: -0.444 1.638 0.048
S: -2.439 -0.147 -0.088
H: 1.521 -0.155 -1.103
H: -0.074 -1.559 -0.308
H: 0.182 -0.880 1.278
H: 0.528 1.559 0.098

Löwdin population analysis, charges in e, atoms 1 to 4:
1 O -0.054
2 C -0.310
3 C -0.867
4 O 0.051


b wins, 463.9 kJ/mol ahead of the next structure.